1.
This record from the Open Molecules 2025 dataset describes H20NeO10 as an isolated structure at a distorted geometry. The level of theory is ωB97M-V with the def2-TZVPD basis set.

Geometry (Å):
Ne: -0.284 -0.167 0.137
O: 1.571 2.187 1.216
H: 2.287 1.716 1.642
H: 0.796 1.963 1.732
O: 0.881 1.757 -1.534
H: -0.026 1.618 -1.261
H: 1.387 1.695 -0.724
O: 1.505 0.041 -3.711
H: 0.759 -0.486 -3.996
H: 1.293 0.291 -2.812
O: 1.543 -2.343 0.194
H: 2.068 -2.880 -0.400
H: 1.159 -2.970 0.807
O: -0.778 -2.644 -1.165
H: 0.014 -2.322 -0.733
H: -0.696 -2.345 -2.070
O: -3.469 -0.827 -1.865
H: -2.966 -0.250 -2.438
H: -2.880 -1.559 -1.684
O: -1.324 -0.549 4.558
H: -2.106 -0.098 4.875
H: -1.622 -1.033 3.787
O: 3.315 0.042 0.039
H: 2.586 -0.573 0.112
H: 4.016 -0.353 0.558
O: -1.727 1.878 -0.578
H: -2.301 1.893 -1.344
H: -1.803 2.756 -0.204
O: -0.751 1.419 2.283
H: -1.416 1.320 1.601
H: -1.031 0.823 2.979

Properties
Spin multiplicity: 1
LUMO energy: -0.14 eV

These are the Mulliken partial charges, in e, on atoms 1 to 6:
1 Ne 0.076
2 O -0.652
3 H 0.308
4 H 0.377
5 O -0.695
6 H 0.395


2.
This record from the Open Molecules 2025 dataset describes a 2-piece molecular cluster, C4H5NO3 overall at a distorted geometry. The level of theory is ωB97M-V with the def2-TZVPD basis set.

Geometry (Å):
C: -0.078 0.572 0.766
C: -0.844 1.390 0.044
C: -0.309 -0.353 -1.212
C: 0.341 -0.412 -0.070
H: 0.483 1.702 2.381
H: 1.501 0.260 2.038
H: -1.680 2.203 0.050
H: -0.957 -2.394 -2.092
H: 1.257 -1.960 -0.502
N: 0.559 0.718 2.000
O: -0.978 0.860 -1.332
O: -0.155 -0.944 -2.408
O: 0.859 -1.644 0.336

Properties
Spin multiplicity: 1
LUMO energy: -1.74 eV

These are the Mulliken partial charges, in e, on atoms 1 to 6:
1 C 0.358
2 C -0.541
3 C 0.146
4 C 0.698
5 H 0.236
6 H 0.255


3.
This record from the Open Molecules 2025 dataset describes C35H43AsBBeF6N7O8 as an isolated structure at a distorted geometry. The level of theory is ωB97M-V with the def2-TZVPD basis set.

Geometry (Å):
Be: -10.240 22.465 -9.725
O: -6.658 22.012 -13.025
C: -6.467 23.081 -12.536
O: -5.337 23.781 -12.538
B: -5.435 24.968 -11.692
O: -6.783 24.874 -11.078
C: -7.405 23.826 -11.557
O: -8.485 23.451 -11.187
O: -5.326 26.246 -12.437
C: -4.416 27.017 -11.878
O: -4.097 28.131 -12.165
C: -3.759 26.208 -10.721
O: -4.395 25.032 -10.673
O: -2.855 26.560 -10.033
As: -11.446 18.233 -10.352
F: -12.042 16.727 -10.976
F: -10.031 18.148 -11.350
F: -10.807 19.782 -9.773
F: -12.897 18.405 -9.379
F: -10.754 17.403 -9.001
F: -12.296 19.110 -11.595
N: -11.258 24.230 -11.021
C: -12.403 23.921 -11.618
C: -13.193 24.822 -12.320
C: -12.811 26.158 -12.318
C: -11.626 26.496 -11.685
C: -10.895 25.506 -11.046
H: -12.738 22.897 -11.658
H: -14.115 24.493 -12.778
H: -13.348 26.873 -12.928
H: -11.269 27.516 -11.644
H: -9.941 25.803 -10.626
N: -8.210 21.165 -9.450
C: -7.985 20.220 -10.365
C: -7.010 19.246 -10.244
C: -6.081 19.385 -9.226
C: -6.199 20.453 -8.360
C: -7.258 21.331 -8.529
H: -8.697 20.113 -11.172
H: -6.917 18.497 -11.016
H: -5.238 18.705 -9.203
H: -5.571 20.678 -7.509
H: -7.369 22.154 -7.839
N: -10.363 21.591 -7.131
C: -11.282 20.659 -6.896
C: -11.236 19.850 -5.765
C: -10.338 20.132 -4.748
C: -9.421 21.151 -4.987
C: -9.547 21.918 -6.128
H: -11.983 20.380 -7.672
H: -11.976 19.075 -5.616
H: -10.348 19.511 -3.863
H: -8.656 21.340 -4.244
H: -8.843 22.718 -6.319
C: -13.973 21.057 -13.931
C: -12.790 21.264 -14.879
C: -11.471 20.622 -14.419
C: -10.971 21.146 -13.168
N: -10.517 21.527 -12.190
H: -13.820 21.418 -12.910
H: -14.236 19.999 -13.881
H: -14.862 21.581 -14.290
H: -12.658 22.332 -15.054
H: -13.063 20.772 -15.813
H: -10.714 20.840 -15.176
H: -11.566 19.537 -14.364
C: -15.122 25.720 -8.914
C: -14.165 26.374 -7.925
C: -13.405 25.376 -7.023
C: -12.323 24.654 -7.676
N: -11.470 24.103 -8.207
H: -15.391 26.436 -9.693
H: -16.045 25.459 -8.397
H: -14.710 24.850 -9.423
H: -14.730 26.979 -7.216
H: -13.439 27.036 -8.398
H: -14.119 24.638 -6.646
H: -13.029 25.905 -6.148
C: -16.556 22.329 -9.763
C: -16.210 21.009 -10.421
C: -14.988 20.329 -9.794
C: -13.751 21.102 -9.769
N: -12.746 21.648 -9.821
H: -17.029 22.198 -8.787
H: -17.272 22.910 -10.347
H: -15.652 22.917 -9.606
H: -15.969 21.099 -11.486
H: -17.072 20.342 -10.475
H: -14.762 19.395 -10.312
H: -15.199 19.968 -8.784
C: -8.893 27.804 -8.643
C: -7.483 27.409 -9.068
C: -6.960 26.172 -8.343
C: -7.859 25.019 -8.369
N: -8.547 24.101 -8.329
H: -9.629 27.012 -8.769
H: -9.242 28.703 -9.155
H: -8.846 28.149 -7.605
H: -6.776 28.211 -8.855
H: -7.424 27.240 -10.144
H: -6.728 26.373 -7.292
H: -5.982 25.868 -8.723

Properties
Spin multiplicity: 1
LUMO energy: -0.22 eV

These are the Mulliken partial charges, in e, on atoms 1 to 6:
1 Be 1.729
2 O -0.583
3 C 0.330
4 O -0.513
5 B 1.103
6 O -0.416


4.
This record from the Open Molecules 2025 dataset describes a 6-piece molecular cluster, H12O6 overall at a distorted geometry. The level of theory is ωB97M-V with the def2-TZVPD basis set.

Geometry (Å):
O: 0.603 -2.784 -1.254
H: 1.433 -2.909 -1.750
H: -0.105 -3.002 -2.002
O: -1.951 3.546 0.641
H: -2.446 2.848 0.188
H: -1.564 3.037 1.280
O: -0.263 -0.333 -0.546
H: 0.293 -1.039 -0.635
H: -0.377 0.112 -1.498
O: 1.706 1.387 0.567
H: 1.324 1.878 1.225
H: 1.085 0.743 0.227
O: 1.740 3.531 4.779
H: 1.442 3.425 5.590
H: 1.084 2.893 4.508
O: -1.390 -4.189 -3.400
H: -2.033 -4.605 -4.164
H: -0.581 -4.539 -3.755

Properties
Spin multiplicity: 1
LUMO energy: 0.02 eV

These are the Mulliken partial charges, in e, on atoms 1 to 6:
1 O -0.709
2 H 0.332
3 H 0.357
4 O -0.599
5 H 0.320
6 H 0.280


Q: Which highest occupied orbital energy values were calculated for the entries above? A: -10.43 -8.02 -9.32 -10.73, in eV.
Q: Which energy above the lowest of the compared OMol25 structures with the same formula, charge and spin values were calculated for the entries above? A: 77.03 624.75 66.77 296.65, in kJ/mol.
Q: Which E values were calculated for the entries above? A: -24308.648 -11855.526 -142032.861 -12478.039, in eV.